Arrangement 1

The molecule C8H13N3O, computed with wB97M-V/def2-TZVPD.

The geometry in XYZ format:
```
25
C8H13N3O (wB97M-V/def2-TZVPD)
H 1.01702 2.66522 -1.02883
N 1.52402 1.88025 -0.70462
C 1.19868 0.83839 -0.07745
C 2.50094 0.05233 0.34724
O 3.57600 0.90749 0.25260
C 2.79296 -1.23606 -0.33778
N 2.76382 -2.29773 -0.77883
N 0.05245 0.45392 0.44197
C -1.13865 1.27674 0.14043
C -1.95068 0.54638 -0.93361
C -2.25748 -0.85384 -0.32261
C -1.02015 -1.67392 -0.00151
C -0.29068 -0.84555 1.06987
H 2.46111 -0.13070 1.48432
H 3.31780 1.82610 0.23786
H -0.64346 2.28432 -0.05153
H -1.51880 1.52485 1.15265
H -1.48699 0.62774 -1.91090
H -2.84267 0.99148 -1.15319
H -2.85324 -0.84741 0.67339
H -2.97977 -1.41603 -1.11521
H -1.26768 -2.58607 0.34316
H -0.50146 -1.96901 -0.94604
H -0.91263 -0.52345 1.82554
H 0.45952 -1.49543 1.39308
```

Properties
Frontier orbital gap (eV): 9.73
SMILES: [H]/N=C(/[C@H](O)C#N)N1CCCCC1
Net charge: 0

=====

Arrangement 2

The molecule C8H13N3O, computed with wB97M-V/def2-TZVPD.

The geometry in XYZ format:
```
25
C8H13N3O (wB97M-V/def2-TZVPD)
C 3.07237 -0.71344 0.65667
C 2.93709 0.53417 -0.07866
C 1.70924 0.31542 -0.76446
C -1.22175 -0.59480 -1.01862
C 0.05933 -1.41516 -0.89779
C -1.66692 0.42359 0.09831
C -1.53843 -0.22462 1.49656
C -3.14792 0.80653 -0.24444
N 1.99420 -1.47461 0.51217
N 1.15484 -0.79162 -0.26587
N 3.60254 1.71919 -0.06092
O -0.89627 1.50064 0.02914
H 3.90341 -0.76729 1.28109
H -1.03460 0.11431 -1.98520
H -2.11421 -1.18413 -1.25979
H 0.04425 -2.27364 -0.23899
H 0.25966 -1.76681 -1.88223
H -1.33732 -1.35350 1.35838
H -2.38701 0.10273 2.17219
H -0.65352 0.17904 1.84480
H -3.72354 0.03707 -0.95764
H -3.23029 1.70727 -0.68234
H -3.67117 0.96503 0.67871
H 4.59572 1.55258 -0.00347
H 3.29032 2.60205 0.21242
```

Properties
Frontier orbital gap (spin up / spin down) (eV): 4.34 / 5.30
Net charge: 0

=====

Stability check: which of them is least stable? arrangement 2.

=====

Arrangement 1

A cluster of 2 separate species, CH7NOS in total, computed with wB97M-V/def2-TZVPD.

The geometry in XYZ format:
```
11
CH7NOS (wB97M-V/def2-TZVPD)
S 2.69327 -0.02304 0.85892
H 3.78057 -0.58413 1.39641
H 3.36820 1.04668 0.45401
N -2.26507 -0.30447 -0.25250
C -1.07597 0.46192 -0.52646
O -0.14756 -0.58177 -0.50636
H -2.19932 -0.88027 0.58944
H -2.67836 -0.83478 -1.02159
H -0.89887 1.19860 0.25495
H -1.06195 0.96384 -1.48590
H 0.48506 -0.46259 0.23909
```

Properties
Frontier orbital gap (spin up / spin down) (eV): 10.07 / 4.75
Multiplicity: 2
Net charge: +1

=====

Arrangement 2

A cluster of 2 separate species, CH7NOS in total, computed with wB97M-V/def2-TZVPD.

The geometry in XYZ format:
```
11
CH7NOS (wB97M-V/def2-TZVPD)
S 1.87262 4.18445 2.28290
H 2.93282 4.70068 2.91397
H 1.40558 3.44170 3.29237
N -0.32960 -2.42512 -1.36331
C -1.13085 -1.23290 -1.40926
O -1.12659 -0.84394 -0.06540
H 0.60447 -2.46957 -0.93373
H -0.81834 -3.30008 -1.14501
H -0.71134 -0.48965 -2.05327
H -2.17529 -1.46445 -1.64154
H -0.52347 -0.10113 0.12230
```

Properties
Frontier orbital gap (spin up / spin down) (eV): 7.99 / 2.69
Multiplicity: 2
Net charge: +1

=====

Stability check: which of them is least stable? arrangement 2.

=====

Arrangement 1

A structure of composition C6H16N2, computed with wB97M-V/def2-TZVPD.

The geometry in XYZ format:
```
24
C6H16N2 (wB97M-V/def2-TZVPD)
C -0.64469 -0.79800 0.86631
C 0.65661 0.59065 0.89408
C -0.93809 -0.48979 -2.32852
C 0.10209 -2.06360 0.50512
C 1.81350 0.71815 -0.09692
C 0.12075 1.94485 1.35361
N -1.66235 -0.41016 -0.03284
N -1.27646 0.31276 -1.16792
H -2.38459 0.11931 0.44394
H -0.39170 0.85608 -0.77985
H -1.06888 -0.85287 1.87137
H 1.12749 0.15907 1.78651
H -1.81316 -1.07411 -2.62593
H -0.09941 -1.18365 -2.20367
H -0.67915 0.19483 -3.13122
H 0.64242 -1.95976 -0.43380
H -0.60103 -2.89578 0.39969
H 0.81057 -2.30643 1.29644
H 1.52374 1.29148 -0.97809
H 0.92475 2.57768 1.73363
H 2.65973 1.23242 0.36678
H 2.15666 -0.26074 -0.43260
H -0.37235 2.46954 0.53541
H -0.60646 1.82808 2.15849
```

Properties
Frontier orbital gap (eV): 9.36
Net charge: 0

=====

Arrangement 2

The molecule C6H16N2, computed with wB97M-V/def2-TZVPD.

The geometry in XYZ format:
```
24
C6H16N2 (wB97M-V/def2-TZVPD)
C -0.85897 2.23419 0.43126
C -1.18596 0.75458 0.21992
C -0.09839 0.02878 -0.56457
C 0.88217 -0.80562 0.25823
N 1.27495 -0.16902 1.49481
C 2.21228 -1.00258 2.24344
N -0.65491 -0.87203 -1.58079
C -1.52991 -0.23109 -2.55828
H -1.29447 2.63324 1.34328
H 0.20390 2.30943 0.67477
H -1.03026 2.79624 -0.48267
H -1.36010 0.24344 1.17192
H -2.18431 0.63487 -0.20529
H 0.51468 0.78938 -1.07178
H 1.75158 -0.99107 -0.36711
H 0.42413 -1.78948 0.42323
H 0.44857 0.07902 2.01843
H 3.15953 -0.90697 1.70263
H 1.92167 -2.05855 2.14600
H 2.37142 -0.76050 3.26793
H 0.10096 -1.33826 -2.06313
H -2.46598 0.06027 -2.12945
H -1.04595 0.65887 -2.97070
H -1.65880 -0.92280 -3.38889
```

Properties
Frontier orbital gap (eV): 9.73
SMILES: CC[C@@H](CNC)NC
Net charge: 0

=====

Arrangement 3

A structure of composition C6H16N2, computed with wB97M-V/def2-TZVPD.

The geometry in XYZ format:
```
24
C6H16N2 (wB97M-V/def2-TZVPD)
C 0.37759 3.32223 -0.24099
C -0.50370 2.26326 0.43932
N -0.35562 0.89318 -0.11817
C -1.09385 0.89343 -1.40163
C -0.83946 -0.00537 0.87383
C -0.55766 -1.53480 0.43623
N 0.02104 -1.82509 -0.67679
C 2.38637 -3.75249 0.56347
H 0.96502 2.88255 -1.05275
H -0.20546 4.09964 -0.73011
H 1.15589 3.65341 0.45460
H -0.44835 2.23007 1.52503
H -1.53570 2.60386 0.20461
H -0.78157 1.78115 -1.93297
H -0.90432 -0.02522 -1.94889
H -2.15908 0.85797 -1.11683
H -0.33471 0.11926 1.83501
H -1.92810 0.17718 1.09588
H 0.75623 -1.32328 0.03555
H -0.74037 -2.22959 1.29229
H 2.44556 -4.84313 0.58547
H 1.34423 -3.49378 0.41841
H 2.95325 -3.39466 -0.29479
H 2.78026 -3.29493 1.46576
```

Properties
Frontier orbital gap (eV): 9.07
Net charge: 0

=====

Arrangement 4

The molecule C6H16N2, computed with wB97M-V/def2-TZVPD.

The geometry in XYZ format:
```
24
C6H16N2 (wB97M-V/def2-TZVPD)
C 0.34576 -2.22000 -0.86656
C -0.57537 -1.40708 0.07399
C -0.12993 -1.50246 1.55525
C -0.76182 0.07114 -0.41825
C -1.81083 0.64458 0.56025
N 0.57885 0.67894 -0.13345
C 0.69636 2.00099 -0.69303
N 2.08624 2.54769 -0.37206
H 0.04504 -3.25688 -0.93634
H 1.35778 -1.98199 -0.60921
H 0.24974 -2.13983 -1.96724
H -1.55286 -1.90684 -0.04139
H 0.78641 -0.97126 1.71745
H -0.97137 -1.23698 2.18650
H 0.05735 -2.56336 1.69004
H -0.88310 0.16549 -1.52593
H -2.53787 1.39345 0.05903
H -2.48709 -0.17690 0.86532
H -1.29531 1.23691 1.33478
H 0.92439 0.61931 0.81612
H 0.65912 2.02523 -1.78549
H 0.03877 2.75511 -0.22433
H 2.38237 3.40428 -0.79777
H 2.79736 1.82046 -0.48767
```

Properties
Frontier orbital gap (eV): 9.66
SMILES: CC(C)[C@@H](C)NCN
Net charge: 0

=====

Stability check: which of them is least stable? arrangement 3.

=====

Arrangement 1

The molecule C6H16N2, computed with wB97M-V/def2-TZVPD.

The geometry in XYZ format:
```
24
C6H16N2 (wB97M-V/def2-TZVPD)
C 0.63248 -2.26226 2.29493
C -0.30604 -1.17239 1.69713
N 0.47441 0.00567 1.14421
C 0.14759 0.53884 -0.17255
C 0.65388 -0.07978 -1.48081
C -0.61863 -0.30521 -2.39310
C 0.33088 1.99370 -0.38878
N -0.90241 2.79085 -0.58446
H 1.55540 -1.66332 2.64966
H 0.17079 -2.59840 3.23714
H 0.71843 -3.02003 1.60972
H -0.94586 -1.69482 1.09566
H -0.81777 -0.72815 2.62269
H 1.46316 -0.12980 1.32032
H -1.04162 0.19296 -0.17647
H 0.96820 -1.23288 -1.24420
H 1.46060 0.37003 -2.01969
H -1.21278 -0.83516 -1.64821
H -0.49501 -0.95693 -3.22104
H -1.20622 0.62274 -2.37818
H 0.70115 2.57016 0.52176
H 1.17677 2.14738 -1.15791
H -1.59919 2.98231 0.17110
H -1.30822 2.46447 -1.49891
```

Properties
Frontier orbital gap (eV): 9.41
SMILES: CCN[C@H](CC)CN
Net charge: 0

=====

Arrangement 2

The molecule C6H16N2, computed with wB97M-V/def2-TZVPD.

The geometry in XYZ format:
```
24
C6H16N2 (wB97M-V/def2-TZVPD)
C 1.56787 -0.83105 3.18223
C 1.25442 -1.48020 1.81619
N -0.12528 -1.81315 1.44543
C -0.86914 -0.82085 0.61438
C -0.12575 -0.25373 -0.58077
C -0.85673 0.97290 -1.13342
C -0.36971 1.29519 -2.55933
N -0.54227 2.64899 -2.99777
H 2.00292 -1.55166 3.86734
H 0.60402 -0.57115 3.62483
H 2.17679 0.05944 3.03904
H 1.62109 -0.75094 1.09293
H 1.85849 -2.37104 1.62911
H -0.66323 -1.82456 2.30216
H -1.81872 -1.27181 0.34070
H -1.09488 0.02604 1.28037
H -0.10485 -1.00898 -1.36588
H 0.88659 -0.00358 -0.34761
H -0.59888 1.83507 -0.52050
H -1.93248 0.86744 -1.13954
H 0.66100 0.92901 -2.69562
H -0.80672 0.54817 -3.23953
H -0.05788 3.31226 -2.40193
H -1.51746 2.94421 -3.04896
```

Properties
Frontier orbital gap (eV): 9.67
SMILES: CCNCCCCN
Net charge: 0

=====

Arrangement 3

A cluster of 2 separate species, C6H16N2 in total, computed with wB97M-V/def2-TZVPD.

The geometry in XYZ format:
```
24
C6H16N2 (wB97M-V/def2-TZVPD)
C -0.69473 0.40643 1.68840
N 0.43838 -0.39816 1.94710
C 0.90421 -0.95032 0.70372
C 1.25909 0.05346 -0.42426
C 2.26323 1.03703 0.18573
C 1.73736 -0.60702 -1.73369
C -1.93437 -0.18770 0.88892
N -2.42402 0.35494 -0.33725
H -1.13031 0.84162 2.60234
H -0.30949 1.35822 1.12895
H -3.86786 0.17490 -1.71857
H 0.10874 -1.57186 0.21383
H 1.70586 -1.65034 0.84913
H 0.38937 0.65098 -0.75560
H 1.81621 1.40729 1.10130
H 2.24882 1.98183 -0.41735
H 3.28545 0.62862 0.23137
H 2.20910 -0.01734 -2.51863
H 0.81141 -1.10237 -2.07244
H 2.48848 -1.38427 -1.50733
H -2.61547 -0.52554 1.69456
H -1.40843 -1.05485 0.47603
H -4.03864 -0.24915 -2.30842
H -3.24238 0.80361 0.08215
```

Properties
Frontier orbital gap (eV): 5.48
Net charge: 0

=====

Stability check: which of them is least stable? arrangement 3.